1.
Below is a molecular structure, C28H34BrCl4N3O6Si2Tc, with properties calculated with ωB97M-V with the def2-TZVPD basis set.

The geometry in XYZ format:
```
79
C28H34BrCl4N3O6Si2Tc (ωB97M-V with the def2-TZVPD basis set)
Tc -0.177 -0.792 0.101
O -2.273 5.098 0.573
C -1.790 3.851 0.477
C -1.602 3.014 1.575
C -1.108 1.754 1.360
N -0.792 1.269 0.140
C -0.967 2.093 -0.904
Br -0.516 1.504 -2.620
C -1.461 3.376 -0.784
H -2.459 5.320 1.493
H -1.833 3.335 2.582
H -0.949 1.077 2.185
H -1.584 4.001 -1.655
C 1.680 1.676 3.518
Si 2.198 0.615 2.047
C 2.355 1.829 0.628
C 3.792 -0.250 2.508
N 0.857 -0.522 1.750
C 0.269 -1.207 2.819
C 0.915 -1.540 4.009
C 0.238 -2.222 5.005
C -1.089 -2.593 4.818
C -1.741 -2.280 3.638
C -1.081 -1.578 2.629
N -1.634 -1.195 1.406
Si -3.375 -1.134 1.142
C -4.181 -0.163 2.532
C -4.094 -2.860 1.042
C -3.759 -0.183 -0.420
H 2.497 2.366 3.746
H 1.472 1.101 4.419
H 0.802 2.283 3.289
H 3.391 2.172 0.579
H 1.730 2.707 0.814
H 2.099 1.426 -0.348
H 4.598 0.066 1.847
H 3.699 -1.329 2.394
H 4.075 -0.023 3.538
H 1.959 -1.287 4.143
H 0.751 -2.482 5.921
H -1.611 -3.145 5.589
H -2.761 -2.606 3.486
H -4.004 -0.576 3.524
H -5.261 -0.129 2.369
H -3.820 0.868 2.528
H -4.347 -3.255 2.026
H -3.383 -3.546 0.581
H -5.004 -2.865 0.439
H -3.426 0.854 -0.349
H -4.846 -0.160 -0.532
H -3.338 -0.624 -1.322
C 0.861 -0.173 -5.801
C 1.613 0.816 -4.960
C 1.512 2.179 -5.176
C 2.184 3.076 -4.357
Cl 2.001 4.786 -4.631
C 2.984 2.627 -3.329
C 3.112 1.260 -3.108
C 2.417 0.360 -3.904
O 2.449 -0.990 -3.740
C 3.121 -1.503 -2.605
C 2.555 -1.079 -1.245
O 3.273 -1.116 -0.265
O 1.321 -0.692 -1.269
H 0.241 0.338 -6.536
H 0.226 -0.800 -5.174
H 1.546 -0.842 -6.324
H 0.888 2.552 -5.978
H 3.506 3.332 -2.697
H 3.743 0.921 -2.299
H 4.187 -1.267 -2.631
H 3.008 -2.586 -2.673
Cl -2.514 -4.586 -1.967
C -0.901 -3.928 -2.311
Cl -0.827 -3.360 -3.977
Cl 0.324 -5.161 -2.041
C -0.697 -2.741 -1.352
O 0.007 -2.891 -0.323
O -1.249 -1.644 -1.599
```

Values from the calculation:
Calculated total energy (eV): -184435.0023
Spin multiplicity: 4
HOMO-LUMO gap (alpha / beta) (eV): 7.1787 / 6.8383
LUMO level (alpha / beta) (eV): 0.0 / -1.0
Charge: 0

---

2.
Below is 2 unconnected molecules or ions with the total composition C4H9N in a non-equilibrium geometry, with properties calculated with ωB97M-V with the def2-TZVPD basis set.

The geometry in XYZ format:
```
14
C4H9N (ωB97M-V with the def2-TZVPD basis set)
C 1.856 0.468 -2.256
C 2.639 0.610 -1.185
H 1.755 1.301 -3.104
H 1.154 -0.432 -2.252
H 3.386 1.377 -1.164
H 2.630 -0.049 -0.320
C -1.125 0.129 2.212
C -1.650 -0.074 0.968
N -2.610 -1.025 0.624
H -1.347 -0.427 3.066
H -0.355 0.786 2.442
H -1.280 0.448 0.155
H -2.513 -1.195 -0.298
H -2.540 -1.916 1.114
```

Values from the calculation:
Calculated total energy (eV): -5773.1883
Spin multiplicity: 2
Energy relative to the best compared isomer or geometry (same formula, charge and spin) (eV): 3.249
HOMO-LUMO gap (alpha / beta) (eV): 8.2896 / 4.3463
LUMO level (alpha / beta) (eV): -4.7 / -8.6
Charge: +1

---

3.
Below is a molecular structure, C14H20BrClCuN2O2 in a non-equilibrium geometry, with properties calculated with ωB97M-V with the def2-TZVPD basis set.

The geometry in XYZ format:
```
41
C14H20BrClCuN2O2 (ωB97M-V with the def2-TZVPD basis set)
C 3.082 -0.380 -0.354
C 2.768 -0.153 -1.843
C 1.298 -0.203 -2.219
N 0.446 0.849 -1.565
C -0.055 0.568 -0.303
C 0.266 1.261 0.815
C 1.159 2.461 0.856
C 0.516 3.708 0.247
N -0.937 3.690 0.553
C -0.427 0.868 2.066
O -0.782 1.664 2.897
C -0.674 -0.612 2.198
Cl -0.591 -1.268 3.729
C -0.996 -1.337 1.057
C -1.158 -2.805 0.999
C -2.454 -3.286 0.285
C -2.224 -3.703 -1.163
Br -3.849 -3.543 -2.195
C -1.137 -0.500 -0.187
O -1.957 -0.669 -1.033
H 3.928 -1.059 -0.242
H 3.374 0.543 0.150
H 2.244 -0.833 0.187
H 3.188 0.796 -2.183
H 3.254 -0.939 -2.426
H 1.195 -0.016 -3.289
H 0.885 -1.204 -2.033
H -0.359 0.990 -2.178
H 1.430 2.680 1.891
H 2.072 2.216 0.306
H 1.019 4.594 0.639
H 0.610 3.701 -0.840
H -1.042 3.581 1.579
H -1.387 4.527 0.184
H -1.104 -3.201 2.014
H -0.279 -3.215 0.475
H -2.828 -4.132 0.865
H -3.219 -2.510 0.329
H -1.917 -4.744 -1.238
H -1.494 -3.071 -1.667
Cu -1.864 4.686 2.638
```

Values from the calculation:
Calculated total energy (eV): -149101.0176
Spin multiplicity: 2
HOMO-LUMO gap (alpha / beta) (eV): 5.4713 / 3.5706
LUMO level (alpha / beta) (eV): -8.9 / -10.8
Charge: +2

---

4.
Below is C26H28N2O2 in the gas phase, with properties calculated with ωB97M-V with the def2-TZVPD basis set.

The geometry in XYZ format:
```
58
C26H28N2O2 (ωB97M-V with the def2-TZVPD basis set)
C -0.113 3.741 0.128
C -0.182 2.300 -0.266
N 0.952 1.731 -0.630
C 2.281 2.270 -0.541
C 2.944 1.868 0.793
C 3.048 0.383 0.898
C 2.159 -0.483 1.479
C 0.891 -0.232 2.213
N 2.604 -1.770 1.305
C 3.771 -1.760 0.599
C 4.590 -2.798 0.177
C 5.728 -2.469 -0.525
C 6.067 -1.138 -0.812
C 7.325 -0.859 -1.582
C 5.249 -0.111 -0.390
C 4.088 -0.411 0.322
C -1.389 1.558 -0.311
C -1.346 0.169 -0.709
O -0.309 -0.426 -1.030
C -2.620 -0.650 -0.743
C -3.730 -0.106 0.144
C -5.001 -0.904 0.003
C -5.513 -1.601 1.089
C -6.677 -2.342 0.974
C -7.348 -2.396 -0.235
C -6.846 -1.705 -1.325
C -5.683 -0.967 -1.207
C -3.918 1.357 -0.241
C -2.666 2.161 0.061
O -2.803 3.254 0.590
H 0.297 4.323 -0.696
H 0.544 3.858 0.989
H -1.093 4.125 0.383
H 0.868 0.730 -0.866
H 2.272 3.357 -0.642
H 2.863 1.845 -1.363
H 3.940 2.312 0.831
H 2.359 2.268 1.623
H 0.041 -0.593 1.633
H 0.752 0.830 2.395
H 0.893 -0.753 3.171
H 2.111 -2.591 1.612
H 4.343 -3.828 0.392
H 6.386 -3.254 -0.868
H 7.466 0.210 -1.725
H 7.287 -1.337 -2.560
H 8.191 -1.254 -1.052
H 5.507 0.916 -0.608
H -2.361 -1.679 -0.479
H -2.953 -0.667 -1.785
H -3.406 -0.151 1.190
H -4.997 -1.562 2.038
H -7.060 -2.876 1.831
H -8.256 -2.972 -0.328
H -7.365 -1.741 -2.272
H -5.309 -0.433 -2.068
H -4.747 1.811 0.304
H -4.127 1.442 -1.310
```

Values from the calculation:
Calculated total energy (eV): -34493.2782
Energy relative to the best compared isomer or geometry (same formula, charge and spin) (eV): 0.000
HOMO-LUMO gap (eV): 8.4666
LUMO level (eV): 0.7
Charge: 0

---

5.
Below is a molecular structure, C13H9F6N5O5RuS7, with properties calculated with ωB97M-V with the def2-TZVPD basis set.

The geometry in XYZ format:
```
46
C13H9F6N5O5RuS7 (ωB97M-V with the def2-TZVPD basis set)
Ru -0.346 -0.128 1.009
C 0.690 -2.212 -2.636
C 0.633 -1.524 -1.313
N -0.456 -1.062 -0.801
N -1.622 -1.191 -1.494
C -2.606 -0.520 -0.941
N -3.800 -0.576 -1.590
S -2.548 0.440 0.510
C 1.847 -1.236 -0.530
C 3.123 -1.578 -0.951
C 4.212 -1.204 -0.181
C 4.006 -0.490 0.986
C 2.706 -0.188 1.357
N 1.660 -0.561 0.626
H -0.287 -2.626 -2.870
H 1.433 -3.008 -2.631
H 0.953 -1.499 -3.422
H -3.774 -0.874 -2.551
H -4.492 0.105 -1.333
H 3.261 -2.106 -1.882
H 5.215 -1.453 -0.503
H 4.829 -0.164 1.605
H 2.470 0.361 2.260
O -1.875 -2.082 7.351
C -1.560 -1.732 6.244
S -1.605 -2.801 4.829
C -1.051 -1.613 3.667
C -0.796 -0.363 4.119
S -0.215 0.906 3.117
S -1.048 -0.089 5.834
S -0.803 -2.063 2.022
F -1.504 3.887 0.523
C -0.720 4.003 -0.550
F -1.453 3.774 -1.633
F -0.262 5.257 -0.599
S 0.689 2.784 -0.420
O 0.200 1.592 -1.084
O 0.927 2.667 0.991
N 1.917 3.470 -1.115
S 2.085 3.529 -2.688
O 0.868 3.740 -3.416
O 3.246 4.305 -2.998
C 2.600 1.795 -3.147
F 1.550 0.999 -3.355
F 3.322 1.824 -4.274
F 3.352 1.248 -2.187
```

Values from the calculation:
Calculated total energy (eV): -126053.3050
Spin multiplicity: 2
Energy relative to the best compared isomer or geometry (same formula, charge and spin) (eV): 0.482
HOMO-LUMO gap (alpha / beta) (eV): 6.0841 / 6.1740
LUMO level (alpha / beta) (eV): 1.6 / 1.3
Charge: -1

---

6.
Below is C3H4N2 in the gas phase in a non-equilibrium geometry, with properties calculated with ωB97M-V with the def2-TZVPD basis set.

The geometry in XYZ format:
```
9
C3H4N2 (ωB97M-V with the def2-TZVPD basis set)
C 0.963 -0.556 0.302
N 1.318 -0.361 -0.915
N 0.248 0.391 -1.558
C -0.705 0.537 -0.742
C -0.390 0.005 0.613
H 1.574 -1.134 1.005
H -1.598 1.056 -1.086
H -1.102 -0.745 1.015
H -0.308 0.807 1.367
```

Values from the calculation:
Calculated total energy (eV): -6154.3485
Energy relative to the best compared isomer or geometry (same formula, charge and spin) (eV): 1.552
HOMO-LUMO gap (eV): 11.2971
LUMO level (eV): 0.9
Charge: 0

---

7.
Below is a molecular structure, C10H16AgBrN3O2 in a non-equilibrium geometry, with properties calculated with ωB97M-V with the def2-TZVPD basis set.

The geometry in XYZ format:
```
33
C10H16AgBrN3O2 (ωB97M-V with the def2-TZVPD basis set)
Ag -0.455 0.618 -1.347
Br -0.306 -1.833 -0.754
C 0.535 -1.401 1.050
C 0.934 -2.201 1.943
C 1.569 -1.663 2.852
C 1.507 -0.302 2.812
C 0.640 0.513 2.213
N 0.018 -0.143 0.980
H 0.732 -3.254 1.838
H 1.586 -2.094 3.846
H 1.944 0.358 3.632
H 0.744 1.615 2.122
C -4.835 -1.292 -0.777
N -4.653 -0.031 -0.033
C -3.354 0.496 -0.070
N -3.086 1.087 1.052
O -2.529 0.853 -1.195
H -5.870 -1.395 -1.004
H -4.341 -2.221 -0.685
H -4.589 -0.603 -1.409
H -4.549 -0.512 1.361
H -3.590 1.688 1.576
H -2.046 2.067 0.819
C 3.851 2.037 -2.024
C 2.868 1.215 -1.701
C 3.280 -0.158 -2.301
O 1.501 1.538 -1.782
H 5.060 1.415 -1.612
H 4.094 2.523 -1.300
H 4.088 2.865 -2.743
H 3.758 -0.154 -3.317
H 1.967 -0.891 -2.525
H 3.528 -0.737 -1.516
```

Values from the calculation:
Calculated total energy (eV): -93211.5797
Energy relative to the best compared isomer or geometry (same formula, charge and spin) (eV): 0.000
HOMO-LUMO gap (eV): 7.9341
LUMO level (eV): -3.9
Charge: +1

---

8.
Below is C7H11FO2 in the gas phase in a non-equilibrium geometry, with properties calculated with ωB97M-V with the def2-TZVPD basis set.

The geometry in XYZ format:
```
21
C7H11FO2 (ωB97M-V with the def2-TZVPD basis set)
C -1.053 -1.808 -1.286
C -0.008 -2.019 -0.187
C 0.130 -0.911 0.839
F -0.718 -1.118 1.891
C 0.005 0.475 0.320
C 1.060 0.972 -0.652
O 0.746 2.366 -0.761
C -0.051 2.757 0.270
O -0.630 3.736 0.303
C 0.056 1.631 1.304
H -0.800 -2.473 -2.105
H -1.053 -0.815 -1.710
H -2.044 -2.104 -0.983
H -0.313 -2.898 0.370
H 0.941 -2.282 -0.631
H 1.133 -0.997 1.258
H -0.934 0.642 -0.213
H 2.035 0.967 -0.162
H 1.123 0.463 -1.597
H 1.076 1.756 1.673
H -0.702 1.659 2.059
```

Values from the calculation:
Calculated total energy (eV): -14249.5973
Energy relative to the best compared isomer or geometry (same formula, charge and spin) (eV): 0.000
HOMO-LUMO gap (eV): 11.0981
LUMO level (eV): 0.8
Charge: 0

---

9.
Below is 2 unconnected molecules or ions with the total composition C2H6O2S2 in a non-equilibrium geometry, with properties calculated with ωB97M-V with the def2-TZVPD basis set.

The geometry in XYZ format:
```
12
C2H6O2S2 (ωB97M-V with the def2-TZVPD basis set)
O -0.906 -2.200 1.018
C -1.288 -2.136 -0.111
O -0.566 -1.888 -1.205
H -2.348 -2.203 -0.401
H 0.376 -1.909 -0.943
C -0.177 1.992 0.227
S 1.205 1.433 -0.779
S 1.987 -0.056 0.373
H -0.604 1.214 0.853
H 0.104 2.869 0.812
H -0.971 2.375 -0.420
H 3.189 0.508 0.574
```

Values from the calculation:
Calculated total energy (eV): -27936.7135
Energy relative to the best compared isomer or geometry (same formula, charge and spin) (eV): 0.199
HOMO-LUMO gap (eV): 9.4332
LUMO level (eV): 0.6
Charge: 0

---

10.
Below is a gas-phase ion, C7H9N2O2 (charge +1) in a non-equilibrium geometry, with properties calculated with ωB97M-V with the def2-TZVPD basis set.

The geometry in XYZ format:
```
20
C7H9N2O2 (ωB97M-V with the def2-TZVPD basis set)
N -3.779 1.038 -0.087
C -2.794 0.149 0.063
O -2.767 -1.064 0.156
O -1.576 0.875 -0.071
C -0.233 0.582 0.002
C 0.540 1.741 -0.024
C 1.880 1.764 0.054
C 2.641 0.605 0.086
C 1.980 -0.625 0.056
C 0.576 -0.649 0.006
N 0.156 -2.110 -0.095
H -4.599 0.660 0.385
H -3.529 2.021 0.031
H 0.071 2.646 -0.071
H 2.255 2.776 -0.117
H 3.661 0.774 0.143
H 2.379 -1.648 0.061
H -0.918 -2.010 -0.147
H 0.714 -2.461 0.676
H 0.381 -2.422 -0.994
```

Values from the calculation:
Calculated total energy (eV): -14472.6296
Energy relative to the best compared isomer or geometry (same formula, charge and spin) (eV): 1.395
HOMO-LUMO gap (eV): 9.9283
LUMO level (eV): -3.1
Charge: +1

---

11.
Below is 2 unconnected molecules or ions with the total composition C4H12NS2 in a non-equilibrium geometry, with properties calculated with ωB97M-V with the def2-TZVPD basis set.

The geometry in XYZ format:
```
19
C4H12NS2 (ωB97M-V with the def2-TZVPD basis set)
C -2.017 0.505 -0.086
C 1.438 1.551 -1.178
C 0.576 -0.680 -1.047
C -0.780 1.260 -0.437
N 0.310 0.710 -0.912
S -0.100 -2.088 3.651
S 0.422 -1.123 1.990
H -1.737 -0.451 0.461
H -2.620 0.425 -0.940
H -2.608 1.098 0.583
H 1.241 2.620 -1.312
H 2.196 1.473 -0.419
H 2.102 1.311 -1.978
H -0.205 -1.398 -0.816
H 1.014 -1.027 -1.960
H 1.208 -1.093 -0.300
H -0.815 2.304 -0.294
H -1.357 -2.056 3.911
H -0.082 -3.508 3.175
```

Values from the calculation:
Calculated total energy (eV): -27494.2058
Energy relative to the best compared isomer or geometry (same formula, charge and spin) (eV): 2.777
HOMO-LUMO gap (eV): 7.7579
LUMO level (eV): -4.2
Charge: +1

---

12.
Below is C3H4FN3 in the gas phase in a non-equilibrium geometry, with properties calculated with ωB97M-V with the def2-TZVPD basis set.

The geometry in XYZ format:
```
11
C3H4FN3 (ωB97M-V with the def2-TZVPD basis set)
C 0.262 0.249 0.236
C 0.068 1.581 0.341
C -0.825 -0.718 -0.086
N -1.108 2.086 -0.089
N -2.195 1.719 -0.221
N -2.047 -0.421 0.601
F -3.088 -1.034 -0.087
H 1.255 -0.151 0.379
H 0.828 2.302 0.587
H -0.986 -0.694 -1.181
H -0.507 -1.739 0.158
```

Values from the calculation:
Calculated total energy (eV): -10357.6586
Energy relative to the best compared isomer or geometry (same formula, charge and spin) (eV): 6.062
HOMO-LUMO gap (alpha / beta) (eV): 7.4897 / 9.1635
LUMO level (alpha / beta) (eV): -0.3 / -0.1
Charge: 0